i | DFT (ωB97M-V with the def2-TZVPD basis set) results for a cluster of 2 separate species, C2H4ClNS in total.

Last column: natural (NBO) charge in e.
Element x y z (Å)
C -2.78 0.34 -0.42  -0.149
C 1.04 0.03 0.55  -0.423
N 0.55 -0.31 -0.89  -0.596
S -2.16 1.45 0.42  0.163
Cl 0.58 -2.02 -1.41  0.052
H -0.43 0.02 -0.82  0.352
H 0.72 1.11 0.50  0.202
H 0.41 -0.45 1.36  0.183
H 2.08 -0.17 0.71  0.215

Properties
M (g mol⁻¹): 109.58
Multiplicity: 1
Net charge: 0

ii | DFT (ωB97M-V with the def2-TZVPD basis set) results for a structure of composition C2H4ClNS.

Last column: natural (NBO) charge in e.
Element x y z (Å)
C 0.38 -1.30 0.11  -0.083
C 0.07 1.12 -0.06  -0.458
N -0.30 -0.21 0.23  -0.193
S 2.03 -1.21 -0.10  -0.084
Cl -2.51 -0.58 -0.08  -0.119
H -0.13 -2.24 0.25  0.230
H 0.61 1.19 -1.01  0.222
H -0.83 1.73 -0.10  0.245
H 0.70 1.50 0.75  0.240

Properties
M (g mol⁻¹): 109.58
Multiplicity: 1
Net charge: 0

Stability check: which of them is least stable? i.

i | DFT (ωB97M-V with the def2-TZVPD basis set) results for a structure of composition C5H8N3.

Last column: natural (NBO) charge in e.
Element x y z (Å)
C -0.87 -1.92 -0.09  0.250
C 1.75 0.32 -1.03  0.713
C -2.02 -2.46 0.30  -0.291
C 0.04 1.52 1.07  -0.635
C -0.36 1.13 -0.28  -0.228
N 0.21 -1.65 -0.55  -0.153
N 2.91 0.46 -0.89  -0.529
N 0.55 0.12 -0.83  -0.326
H -2.58 -2.98 -0.37  0.255
H -2.23 -2.50 1.39  0.272
H 0.10 0.66 1.70  0.229
H 1.05 2.04 1.01  0.222
H -0.53 2.33 1.43  0.256
H -1.29 0.56 -0.24  0.219
H -0.57 1.79 -1.14  0.251
H 3.85 0.57 -1.46  0.495

Properties
M (g mol⁻¹): 110.14
Multiplicity: 1
Net charge: +1

ii | DFT (ωB97M-V with the def2-TZVPD basis set) results for the ion C5H8N3 with charge +1.

Last column: natural (NBO) charge in e.
Element x y z (Å)
C -1.08 1.34 -0.81  0.112
C 1.42 -1.15 -1.06  0.345
C -0.86 1.31 0.66  -0.503
C 0.03 -1.00 0.78  -0.252
C 0.38 0.48 0.67  -0.123
N -0.06 1.04 -1.49  -0.255
N 0.96 0.80 -0.71  -0.088
N 0.65 -1.76 -0.27  -0.464
H -2.01 1.61 -1.32  0.238
H 1.89 -1.53 -2.00  0.256
H -0.39 2.27 1.00  0.264
H -1.68 1.00 1.28  0.258
H 0.16 -1.47 1.76  0.265
H -1.01 -1.02 0.46  0.229
H 0.96 0.93 1.42  0.247
H 0.64 -2.83 -0.36  0.470

Properties
M (g mol⁻¹): 110.14
Multiplicity: 1
Net charge: +1

Stability check: which of them is least stable? i.

i | DFT (ωB97M-V with the def2-TZVPD basis set) results for a cluster of 3 separate species, C2H11NO2 in total.

Last column: natural (NBO) charge in e.
Element x y z (Å)
C 0.36 1.40 0.79  -0.610
C 1.46 0.31 0.66  -0.211
N 1.07 -0.63 -0.40  -0.903
H 0.31 1.83 -0.21  0.207
H 0.60 2.09 1.59  0.212
H -0.57 0.89 1.02  0.184
H 1.44 -0.27 1.58  0.174
H 2.39 0.79 0.39  0.194
H 0.36 -1.26 -0.06  0.388
H 1.75 -1.05 -0.99  0.379
H -1.83 0.58 -1.35  0.460
H -0.40 0.16 -1.72  0.493
O -1.32 0.12 -2.02  -0.968
H -2.01 -1.35 0.97  0.466
H -1.85 -1.59 -0.56  0.492
O -1.77 -2.01 0.31  -0.956

Properties
M (g mol⁻¹): 81.12
Multiplicity: 1
Net charge: 0

ii | DFT (ωB97M-V with the def2-TZVPD basis set) results for a cluster of 3 separate species, C2H11NO2 in total.

Last column: natural (NBO) charge in e.
Element x y z (Å)
C 1.73 0.23 0.41  -0.416
N 0.81 -0.84 0.82  -0.647
C -0.23 -0.30 1.68  -0.412
H 2.06 0.78 1.29  0.194
H 1.20 0.89 -0.30  0.163
H 2.62 -0.14 -0.11  0.197
H 0.37 -1.37 0.09  0.387
H -0.58 0.68 1.31  0.140
H -1.13 -0.92 1.58  0.197
H 0.06 -0.20 2.72  0.189
H -0.60 -0.25 -1.87  0.483
H -0.59 -1.61 -2.44  0.478
O -0.82 -1.17 -1.62  -0.958
H -1.82 0.67 -1.27  0.474
H -1.64 2.03 -0.74  0.477
O -1.43 1.52 -1.53  -0.945

Properties
M (g mol⁻¹): 81.12
Multiplicity: 1
Net charge: 0

Stability check: which of them is least stable? ii.

i | DFT (ωB97M-V with the def2-TZVPD basis set) results for the ion C2H8NS2 with charge +2.

Last column: Mulliken spin population.
Element x y z (Å)
N 1.45 0.45 1.34  -0.001
C 0.73 -0.50 0.38  0.020
C -0.53 0.20 -0.17  -0.014
S -1.16 -0.93 -1.46  0.505
S -2.41 0.20 -2.55  0.457
H 1.86 1.22 0.81  -0.001
H 0.76 0.78 2.02  0.000
H 2.22 -0.04 1.81  0.000
H 1.44 -0.70 -0.42  -0.003
H 0.54 -1.43 0.88  -0.002
H -0.27 1.15 -0.63  0.007
H -1.31 0.39 0.57  0.025
H -3.33 -0.80 -2.58  0.008

Properties
M (g mol⁻¹): 110.23
Multiplicity: 2
Net charge: +2

ii | DFT (ωB97M-V with the def2-TZVPD basis set) results for a structure of composition C2H8NS2.

Last column: Mulliken spin population.
Element x y z (Å)
C 0.90 1.18 -0.11  0.139
N 2.01 1.18 1.00  0.782
H 1.23 0.68 -0.99  0.005
H 0.60 2.31 -0.30  0.011
H 2.11 1.26 2.08  -0.026
H 2.72 1.32 0.42  -0.013
C -2.75 -0.38 0.23  0.011
S -1.17 0.19 -0.65  0.279
S 0.99 -1.19 -0.03  -0.246
H -3.39 0.68 0.62  0.022
H -3.41 -1.22 -0.16  -0.022
H -2.26 -1.03 1.04  0.019
H 2.28 -1.01 0.40  0.038

Properties
M (g mol⁻¹): 110.23
Multiplicity: 2
Net charge: +2

Stability check: which of them is least stable? ii.

i | DFT (ωB97M-V with the def2-TZVPD basis set) results for a cluster of 3 separate species, C4H14O4 in total.

Last column: natural (NBO) charge in e.
Element x y z (Å)
C 1.47 -0.03 -1.26  -0.434
C 0.69 1.23 -0.85  -0.446
C -0.66 1.29 -1.61  -0.074
O -1.74 1.38 -0.68  -0.726
C 0.91 -1.19 -0.42  -0.075
O -0.40 -1.66 -0.63  -0.757
H 2.55 0.07 -1.07  0.226
H 1.38 -0.26 -2.33  0.208
H 1.22 2.19 -1.06  0.219
H 0.65 1.32 0.24  0.209
H -0.78 0.46 -2.35  0.163
H -0.67 2.24 -2.16  0.179
H -1.36 1.37 0.20  0.467
H 0.91 -0.82 0.64  0.165
H 1.55 -2.07 -0.25  0.190
H -1.05 -1.04 -0.98  0.493
H -0.78 -2.22 1.18  0.503
H -1.00 -2.56 2.54  0.471
O -0.81 -1.75 2.05  -0.972
H -0.78 1.46 2.61  0.467
H -0.65 -0.17 2.94  0.509
O -0.64 0.74 3.25  -0.987

Properties
M (g mol⁻¹): 126.15
Multiplicity: 1
Net charge: 0

ii | DFT (ωB97M-V with the def2-TZVPD basis set) results for a cluster of 3 separate species, C4H14O4 in total.

Last column: natural (NBO) charge in e.
Element x y z (Å)
C 0.78 2.16 0.47  -0.057
O 1.82 1.85 -0.39  -0.762
C 0.31 0.85 1.10  -0.430
C -0.18 -0.07 -0.02  -0.422
C -1.69 0.01 -0.37  -0.063
O -2.49 -0.15 0.78  -0.725
H 1.06 3.04 1.16  0.178
H -0.07 2.38 -0.24  0.161
H 2.69 2.22 -0.22  0.485
H -0.44 1.29 1.85  0.221
H 1.11 0.30 1.64  0.205
H 0.16 -1.12 0.24  0.173
H 0.36 0.18 -0.90  0.226
H -1.98 -0.87 -1.10  0.167
H -1.97 1.00 -0.84  0.174
H -2.71 -1.09 0.78  0.473
H -0.01 -3.16 2.24  0.466
H -0.41 -2.33 1.10  0.456
O -0.68 -3.16 1.48  -0.928
H 1.19 -1.68 -3.42  0.469
H 1.52 -0.36 -2.73  0.471
O 1.63 -1.31 -2.64  -0.937

Properties
M (g mol⁻¹): 126.15
Multiplicity: 1
Net charge: 0

Stability check: which of them is least stable? ii.

i | DFT (ωB97M-V with the def2-TZVPD basis set) results for a structure of composition C7H10O2.

Last column: natural (NBO) charge in e.
Element x y z (Å)
C -1.55 0.81 -0.40  -0.419
C -1.46 -0.70 -0.82  -0.444
C -0.49 -1.35 0.22  0.059
C -0.52 0.81 0.73  0.081
C 0.83 0.65 0.03  -0.334
C 2.32 0.62 0.02  -0.050
C 1.00 -0.83 0.33  0.098
H -2.61 1.14 0.00  0.213
H -1.42 1.54 -1.20  0.215
H -1.09 -0.92 -1.87  0.215
H -2.50 -1.11 -0.71  0.229
H -0.76 -2.36 0.46  0.213
H -0.67 1.64 1.50  0.221
H 0.67 0.71 -1.06  0.197
H 2.99 1.14 -0.62  0.198
H 2.68 0.63 1.07  0.166
H 1.09 -1.15 1.36  0.193
O -0.82 -0.46 1.30  -0.523
O 2.32 -0.81 -0.35  -0.527

Properties
M (g mol⁻¹): 126.15
Multiplicity: 1
Net charge: 0

ii | DFT (ωB97M-V with the def2-TZVPD basis set) results for a structure of composition C7H10O2.

Last column: natural (NBO) charge in e.
Element x y z (Å)
C 1.95 0.21 0.11  0.795
C -0.35 1.95 -0.55  -0.420
C -0.58 0.69 -0.35  0.030
C 0.93 -1.27 -0.73  -0.066
C 0.51 -0.25 0.27  -0.219
C -1.98 0.08 -0.62  -0.668
C 0.18 -0.64 1.77  -0.606
O 2.66 1.08 0.53  -0.553
O 2.24 -0.71 -0.81  -0.476
H -1.22 2.51 -0.87  0.206
H 0.70 2.35 -0.24  0.233
H 0.84 -2.37 -0.28  0.180
H 0.47 -1.20 -1.73  0.198
H -2.20 -0.62 0.24  0.222
H -2.77 0.82 -0.95  0.235
H -1.85 -0.43 -1.63  0.220
H -0.82 -1.13 1.79  0.217
H 0.31 0.40 2.15  0.252
H 0.98 -1.46 1.91  0.221

Properties
M (g mol⁻¹): 126.15
Multiplicity: 1
Net charge: 0

Stability check: which of them is least stable? i.

i | DFT (ωB97M-V with the def2-TZVPD basis set) results for a cluster of 2 separate species, C5H8N2OS in total.

Last column: natural (NBO) charge in e.
Element x y z (Å)
C -0.48 -1.60 0.37  0.281
C 1.01 0.34 0.39  0.521
C -2.57 -0.16 -0.58  -0.616
C -1.34 0.61 -0.19  -0.383
C -0.11 -0.30 -0.33  -0.415
N -0.85 -2.49 0.98  -0.284
N 1.49 0.97 1.25  -0.513
O 3.86 0.67 0.51  -0.829
S 3.38 0.18 -1.09  -0.151
H -3.36 0.59 -0.87  0.227
H -2.13 -0.67 -1.50  0.204
H -3.09 -0.81 0.17  0.241
H -1.15 1.48 -0.80  0.228
H -1.55 0.86 0.80  0.227
H 0.30 -0.61 -1.25  0.300
H 2.66 1.15 1.21  0.468
H 3.92 -0.19 0.93  0.495

Properties
M (g mol⁻¹): 144.20
Multiplicity: 1
Net charge: 0

ii | DFT (ωB97M-V with the def2-TZVPD basis set) results for a structure of composition C5H8N2OS.

Last column: natural (NBO) charge in e.
Element x y z (Å)
C -0.32 0.11 0.29  0.011
C -1.16 -1.01 0.05  0.185
C 1.02 -0.40 0.30  0.072
C -2.67 -1.02 0.04  -0.652
C 3.29 0.21 -0.31  -0.249
N -0.59 -2.12 -0.30  -0.647
N -0.85 1.34 0.62  -0.786
O 2.10 0.43 0.40  -0.520
S 1.00 -2.10 -0.20  0.605
H -3.04 -0.29 0.75  0.220
H -3.07 -0.72 -0.93  0.218
H -3.18 -2.00 0.17  0.242
H 2.95 -0.49 -1.19  0.170
H 4.04 -0.42 0.14  0.186
H 3.54 1.21 -0.63  0.205
H -0.19 2.03 0.69  0.372
H -1.49 1.61 -0.07  0.369

Properties
M (g mol⁻¹): 144.20
Multiplicity: 1
Net charge: 0

Stability check: which of them is least stable? i.

i | DFT (ωB97M-V with the def2-TZVPD basis set) results for a cluster of 2 separate species, C3H5I in total.

Last column: natural (NBO) charge in e.
Element x y z (Å)
C 2.14 -0.88 -0.02  -0.275
C 1.07 -0.46 0.32  0.004
C -0.17 0.22 0.69  -0.699
I -0.47 1.10 -2.94  -0.106
H -1.35 1.88 -4.15  0.107
H 3.01 -1.37 -0.40  0.239
H -0.13 -0.01 1.83  0.242
H -0.16 1.36 0.52  0.252
H -0.98 -0.32 0.36  0.237

Properties
M (g mol⁻¹): 167.98
Multiplicity: 1
Net charge: 0

ii | DFT (ωB97M-V with the def2-TZVPD basis set) results for the molecule C3H5I.

Last column: natural (NBO) charge in e.
Element x y z (Å)
C -0.11 0.46 -0.76  -0.207
C -0.09 -0.35 -1.82  -0.326
C -0.02 -0.05 0.65  -0.650
I -0.16 0.40 -3.85  0.088
H -0.21 1.56 -0.81  0.212
H 0.00 -1.44 -1.81  0.217
H 0.02 -1.07 0.57  0.208
H 1.05 0.09 1.06  0.228
H -0.88 0.14 1.34  0.231

Properties
M (g mol⁻¹): 167.98
Multiplicity: 1
Net charge: 0

Stability check: which of them is least stable? i.